No. 1
A structure of composition C46H37BrIrN5O4S at a distorted geometry, computed with wB97M-V/def2-TZVPD.

Structure (XYZ):
```
95
Properties=species:S:1:pos:R:3:forces:R:3
Ir -0.096700 -0.393300 0.498200 0.17 -1.14 -2.76
Br 4.249700 -4.074600 5.290000 -0.68 0.41 -0.83
C 3.160700 -3.447500 3.875100 0.60 -0.24 1.06
C 3.183400 -4.113500 2.639700 -0.48 0.20 -0.84
C 2.394300 -3.652500 1.616000 0.55 -0.84 0.25
C 1.534400 -2.532500 1.758600 -0.49 0.59 -0.09
O 0.823600 -2.190800 0.753100 0.70 -0.42 0.09
C 1.518800 -1.836500 3.040300 0.96 -0.95 -0.07
C 0.737000 -0.695000 3.313300 -1.65 1.86 -1.03
N -0.094600 -0.059500 2.472100 2.53 -2.37 1.16
C -0.836900 1.016100 2.858200 -1.52 2.17 1.34
C -1.078800 1.447000 4.184000 0.57 -0.98 -1.61
C -1.890000 2.537400 4.424600 -0.66 1.04 -0.44
C -2.480700 3.254400 3.389600 0.36 -0.53 0.58
C -2.289200 2.857900 2.052100 0.35 -0.38 -0.29
C -2.890300 3.492400 0.942600 0.24 -0.51 -0.49
C -2.649100 3.002500 -0.328600 -0.57 0.46 0.68
C -1.833800 1.896100 -0.498000 0.59 -0.72 0.80
N -1.237500 1.276700 0.533200 -0.13 0.99 -1.38
C -1.458500 1.733000 1.788700 0.04 0.16 0.99
C 2.345800 -2.333400 4.062000 -0.65 0.54 -0.36
H 3.814500 -4.974500 2.499900 0.12 -0.12 -0.04
H 2.410600 -4.142800 0.655000 -0.05 -0.06 -0.10
H 0.885300 -0.259800 4.294700 -0.26 -0.01 0.06
H -0.653300 0.911800 5.015400 0.00 -0.09 0.17
H -2.072900 2.838900 5.442600 -0.01 0.06 0.14
H -3.104300 4.107500 3.607300 -0.09 0.08 0.02
H -3.558500 4.324800 1.093500 -0.04 0.19 0.03
H -3.115900 3.454300 -1.189300 -0.01 0.03 -0.09
H -1.672700 1.469600 -1.474900 0.16 0.00 -0.11
H 2.336900 -1.847800 5.026200 0.03 0.07 0.10
C 4.290000 0.771200 -0.759600 0.41 0.50 0.70
O 3.483100 0.311300 -1.847800 -0.76 -0.52 -0.73
C 2.297700 0.037800 -1.358200 0.04 0.21 0.64
N 2.140400 0.144500 -0.085300 -2.34 -0.28 0.20
C 3.428500 0.468600 0.498100 0.71 0.01 0.65
C 3.445200 1.569700 1.525100 -0.09 0.22 0.19
C 2.313300 2.311500 1.846900 0.20 -0.31 -0.05
C 2.383700 3.310200 2.804200 0.10 -0.05 0.22
C 3.581500 3.571900 3.452900 -0.05 -0.04 -0.04
C 4.719400 2.845700 3.125100 -0.06 0.09 0.07
C 4.651900 1.848100 2.171900 -0.35 -0.11 -0.24
C 1.250400 -0.511800 -2.219700 0.01 -0.13 -0.64
C 1.487600 -0.855900 -3.548500 -0.21 0.02 0.23
C 0.488900 -1.508900 -4.261200 0.05 0.07 0.18
C -0.691400 -1.841400 -3.609900 0.08 0.17 0.33
C -0.851300 -1.455300 -2.282100 0.19 -0.22 -0.69
N 0.088800 -0.779800 -1.610900 0.06 0.17 0.78
C -2.043200 -1.765600 -1.497000 -0.22 0.07 0.50
N -2.220600 -1.234700 -0.340200 1.86 0.22 0.67
C -3.486700 -1.712200 0.187100 -0.81 -0.21 0.39
C -3.934300 -2.742900 -0.899200 -0.60 -0.08 0.83
O -2.962200 -2.593400 -1.941100 0.83 0.37 -0.84
C -3.354700 -2.312300 1.559600 0.09 -0.04 0.42
C -4.425600 -2.259100 2.453400 0.29 0.04 -0.43
C -4.322100 -2.849900 3.697900 0.29 -0.18 0.23
C -3.137900 -3.478900 4.076900 -0.03 0.11 -0.19
C -2.062100 -3.522900 3.194800 -0.27 -0.01 0.31
C -2.174100 -2.952500 1.941900 -0.30 0.17 -0.27
H 4.449700 1.844500 -0.889400 -0.07 -0.14 0.01
H 5.243200 0.241000 -0.790200 -0.19 0.05 0.03
H 3.789600 -0.445000 0.998200 0.02 0.09 -0.15
H 1.381800 2.102800 1.341000 -0.07 0.09 -0.10
H 1.503400 3.886000 3.045300 -0.12 0.11 0.02
H 3.631500 4.333600 4.215400 0.01 0.12 0.02
H 5.657200 3.056600 3.615900 0.07 0.01 0.05
H 5.534100 1.278900 1.922900 0.20 -0.09 -0.01
H 2.447500 -0.638800 -3.991200 0.05 0.10 -0.03
H 0.639400 -1.774300 -5.298700 0.01 -0.04 0.01
H -1.474000 -2.397600 -4.099700 -0.12 -0.04 -0.06
H -4.182900 -0.865000 0.233600 0.08 -0.13 -0.03
H -4.922800 -2.550200 -1.318000 0.16 0.04 0.07
H -3.886500 -3.772100 -0.529700 0.02 0.18 -0.12
H -5.341800 -1.768800 2.157900 -0.12 0.07 0.01
H -5.159300 -2.820900 4.377400 -0.08 -0.01 0.07
H -3.057700 -3.945700 5.046400 -0.02 -0.02 0.09
H -1.149300 -4.021700 3.484000 0.09 -0.11 0.04
H -1.353400 -3.026000 1.244000 0.06 -0.06 -0.07
C 0.330400 4.718300 -2.398400 0.25 -0.20 0.55
S 0.709100 3.762800 -0.885400 -0.79 1.91 0.33
O 1.777500 2.830400 -1.257500 1.21 -1.29 -0.49
C 1.443600 5.132600 0.068100 -0.31 -0.47 -0.48
C 2.804900 5.375300 -0.000400 -0.20 0.10 -0.23
C 3.295300 6.543300 0.561000 0.00 -0.07 0.19
C 2.437000 7.412000 1.223300 0.01 0.02 0.04
C 1.080100 7.128800 1.322800 0.14 0.00 0.15
C 0.578900 5.968700 0.757700 0.14 -0.02 -0.21
H 1.258200 5.140100 -2.772100 0.12 0.06 0.01
H -0.371500 5.503000 -2.144900 -0.13 0.18 0.04
H -0.095600 4.051200 -3.139600 -0.09 -0.20 -0.01
H 3.456100 4.686900 -0.516700 0.04 -0.08 -0.12
H 4.347100 6.775200 0.476300 0.05 0.01 0.07
H 2.831400 8.309600 1.678000 -0.01 0.07 -0.06
H 0.419000 7.813200 1.834000 -0.02 0.02 0.07
H -0.472000 5.731500 0.822500 -0.22 0.01 -0.03
```
Forces are in eV/Å.

2S+1 = 2
Max |F| = 3.650 eV Å⁻¹
LUMO level (spin up / spin down) = -9.21 / -11.12 eV
HOMO level (spin up / spin down) = -0.5558 / -0.5558 hartree
Charge = +3

No. 2
The molecule C4H3NO2 at a distorted geometry, computed with wB97M-V/def2-TZVPD.

Structure (XYZ):
```
10
Properties=species:S:1:pos:R:3:forces:R:3
O -1.735153 0.648869 0.835216 0.17 -0.54 -0.21
C -1.305542 -0.187572 0.092196 -0.25 0.29 0.27
C 0.338419 0.757714 -2.437653 0.22 -0.52 0.91
N 0.422090 0.202674 -1.402732 -0.06 0.49 -0.98
C 0.209285 -0.400921 -0.137994 0.02 0.04 0.01
C 1.003249 0.258823 0.990899 0.18 0.49 -0.03
O 1.400331 1.388790 0.945523 -0.11 -0.60 -0.02
H -1.949298 -0.803300 -0.564151 0.01 0.06 0.10
H 0.452038 -1.471010 -0.193199 -0.09 0.19 0.02
H 1.164581 -0.394068 1.871894 -0.09 0.11 -0.06
```
Forces are in eV/Å.

Max |F| = 1.101 eV Å⁻¹
LUMO level = 0.02 eV
HOMO level = -0.3909 hartree
Energy relative to the best compared isomer or geometry (same formula, charge and spin) = 2.642 eV

No. 3
A structure of composition C28H32AsN5O6S2SnTe at a distorted geometry, computed with wB97M-V/def2-TZVPD.

Structure (XYZ):
```
76
Properties=species:S:1:pos:R:3:forces:R:3
Sn -0.269393 0.292009 -0.727595 -0.22 -0.18 -0.06
C 3.753772 -3.473575 1.289510 -0.31 -0.81 0.71
C 3.212693 -2.217937 0.641617 1.39 1.19 0.34
C 4.372997 -1.217755 0.478616 0.21 -1.42 -0.77
C 4.408636 0.014598 0.929591 -1.14 0.22 0.08
C 3.213126 0.537348 1.575148 0.88 0.12 0.67
C 2.179339 -0.257441 1.846948 -0.69 0.03 -0.17
N 2.140094 -1.579422 1.354902 -0.80 -0.45 0.02
C 0.950842 0.264273 2.541432 0.12 0.25 0.29
C 1.045217 0.502821 3.903433 -1.08 0.63 0.03
C -0.009975 1.153163 4.560533 0.49 -0.05 -1.04
C -1.138512 1.467265 3.822111 -0.11 0.32 0.06
C -1.193793 1.175061 2.454525 -0.68 -0.59 0.40
N -0.155918 0.598577 1.835075 0.66 -0.15 -0.35
C -2.503214 1.313130 1.695773 0.94 0.41 -0.82
C -3.489514 2.223496 2.006140 -0.33 0.45 0.73
C -4.670808 2.224487 1.279856 0.19 -0.77 -0.93
C -4.804468 1.321251 0.228206 0.34 0.40 0.56
C -3.731364 0.505014 -0.122431 0.19 0.13 0.33
C -3.786586 -0.488722 -1.255728 -0.33 0.86 0.12
N -2.602249 0.560769 0.592641 0.13 -0.80 0.12
H 4.218588 -3.295283 2.273484 -0.25 0.31 -0.41
H 2.968887 -4.232787 1.472021 0.43 0.32 -0.37
H 4.525567 -3.879851 0.642239 -0.06 -0.10 -0.10
H 5.236347 -1.589713 -0.071196 -0.23 -0.31 0.22
H 5.276100 0.617121 0.742942 0.14 0.32 0.12
H 3.243111 1.556452 1.926798 -0.36 0.14 0.01
H 1.914370 0.266593 4.468873 0.65 -0.33 0.07
H 0.139736 1.459936 5.582738 -0.36 -0.13 0.22
H -1.984575 1.960898 4.286995 0.07 -0.12 0.00
H -3.379847 2.941780 2.804239 0.13 -0.06 0.18
H -5.489973 2.899838 1.463614 0.05 0.17 0.33
H -5.723513 1.302478 -0.308353 -0.49 -0.17 -0.47
H -4.102385 -0.007054 -2.193971 -0.14 -0.25 0.37
H -2.806525 -0.899835 -1.413439 0.42 -0.39 -0.06
H -4.465580 -1.286716 -0.961889 -0.08 -0.11 -0.26
O 1.754832 -3.460683 -2.903422 0.70 -1.02 -0.78
As 1.289874 -2.857206 -1.403214 -0.95 0.89 0.09
O 2.830513 -2.542264 -0.721948 -0.05 0.13 -0.12
O 0.425769 -1.471002 -1.815520 0.32 -0.93 0.61
C 0.651811 -4.482394 -0.554303 0.08 1.80 0.48
C 0.888202 -5.612366 -1.276968 0.19 -0.62 0.07
C 0.724065 -6.835989 -0.646824 -0.66 -0.35 0.56
C 0.230865 -6.867401 0.652667 0.07 -0.25 -0.15
C -0.025030 -5.716108 1.388427 0.12 -0.35 -0.05
C 0.230076 -4.520861 0.781975 0.17 1.02 -0.28
S -0.049810 -2.995594 1.647169 0.19 0.87 0.11
O 1.433004 -2.468377 2.220812 -0.50 -0.14 -0.37
O -0.860220 -3.158179 2.789208 0.25 -0.61 0.49
O -0.448066 -2.017077 0.675046 0.19 -0.06 -0.63
H 1.481387 -2.963371 -3.674266 -0.16 0.44 -0.18
H 1.226282 -5.538036 -2.285724 0.15 -0.11 -0.45
H 0.902913 -7.769197 -1.167838 0.05 0.13 -0.02
H 0.014216 -7.801516 1.128793 0.06 -0.46 0.07
H -0.404775 -5.772615 2.392318 -0.09 0.04 0.23
S 2.297833 1.045718 -1.543321 -0.23 0.46 0.41
C 1.722724 2.640110 -1.398122 0.20 0.13 -1.00
N 1.988508 3.622760 -2.255746 0.11 0.02 0.03
C 1.108427 4.766903 -2.095049 0.07 0.62 0.97
C 0.452820 4.495795 -0.706022 0.66 -0.19 -0.41
N 0.794200 3.071622 -0.521917 -0.32 -0.71 1.36
H 2.639651 3.527148 -3.014764 -0.05 -0.19 -0.13
H 0.371334 4.812410 -2.888219 -0.12 -0.08 -0.10
H 1.652400 5.710910 -2.051316 0.08 -0.11 -0.26
H -0.624684 4.676885 -0.772774 0.26 -0.23 0.36
H 0.943559 5.053704 0.099955 -0.32 0.18 -0.25
H 0.859705 2.641624 0.414728 -0.27 0.60 -0.72
C -3.593043 4.917387 -2.934536 -0.16 -0.73 -0.54
Te -2.680837 3.029069 -2.447593 -0.46 0.33 -0.22
C -1.536261 3.087078 -4.230492 0.31 0.85 -0.12
H -2.781189 5.567767 -3.239969 -0.13 0.18 -0.04
H -4.091873 5.276566 -2.065500 -0.20 0.42 0.73
H -4.357593 4.793252 -3.713922 0.51 -0.03 0.11
H -2.100576 2.892092 -5.147479 0.07 -0.17 0.38
H -0.736789 2.375083 -4.067271 0.22 -0.14 -0.36
H -1.115450 4.114091 -4.292454 -0.18 -0.74 -0.06
```
Forces are in eV/Å.

Max |F| = 1.863 eV Å⁻¹
LUMO level = -5.25 eV
HOMO level = -0.4567 hartree
Energy relative to the best compared isomer or geometry (same formula, charge and spin) = 1.235 eV
Charge = +2

No. 4
The molecule C21H28N4O4 at a distorted geometry, computed with wB97M-V/def2-TZVPD.

Structure (XYZ):
```
57
Properties=species:S:1:pos:R:3:forces:R:3
C 1.142696 4.414209 -0.604104 1.51 -0.53 -0.55
C 0.861739 3.258925 -1.730337 4.12 6.13 -2.81
H 1.865191 2.744500 -2.037422 -1.70 0.92 0.37
H 0.360922 3.797775 -2.619127 1.64 -0.35 0.74
O -0.025700 2.416107 -1.372015 1.73 -1.43 9.75
C -0.884375 1.825971 -1.998355 -1.05 -2.22 -0.64
O -1.005342 2.068820 -3.117777 -1.88 1.02 -7.35
C -1.542009 0.748226 -1.372771 -4.86 -2.13 2.51
C -1.029622 -0.615255 -1.773230 -0.58 -3.00 -0.62
N -1.939520 -1.808533 -1.282374 10.61 -0.18 5.85
C -3.142462 -1.602246 -1.521199 -12.25 -0.30 -7.09
C -3.778945 -0.217913 -1.235223 -6.27 -3.60 -0.87
C -3.167728 0.868168 -1.943464 3.58 2.49 7.78
H -3.469761 1.770312 -1.290238 0.19 -0.50 -2.21
H -3.051166 0.902795 -2.939668 -0.50 0.19 -3.47
H -5.040198 -0.181405 -1.538074 3.19 -0.73 -0.16
H -4.145930 -0.288792 -0.204292 1.49 1.42 0.57
H -3.948751 -2.438990 -1.243656 1.97 1.39 0.12
H -3.180053 -1.807446 -2.753605 -0.63 0.95 2.13
C -1.819873 -2.023208 0.315955 7.21 -0.44 -7.32
C -0.305817 -2.174020 0.517243 -6.17 7.76 5.97
C 0.454906 -1.292567 1.507507 1.00 -8.65 -6.59
N 1.775056 -1.921295 1.506088 -2.46 3.19 1.80
C 1.618742 -2.996191 0.891616 4.06 -4.11 -3.22
C 2.980715 -4.002030 0.400312 -17.09 -3.66 -6.51
C 2.422616 -5.175509 -0.277724 2.02 5.26 0.94
C 0.969363 -5.254822 -0.929831 13.69 -6.23 0.73
C 0.275525 -4.409581 -0.501102 -16.56 10.39 1.45
N 0.322027 -3.189731 0.260529 9.51 -7.69 -1.06
H -0.944393 -4.454667 -0.943268 3.31 0.15 1.30
H 1.011274 -6.158220 -1.385909 -1.56 -2.16 -1.89
H 3.227568 -5.791990 -0.584441 0.19 -1.37 -0.45
H 3.687189 -3.850657 0.937264 9.25 1.58 6.00
C -0.067894 -0.083693 1.829641 2.16 3.10 4.06
O -1.162142 0.000841 2.366756 -0.95 0.87 -0.98
N 0.973085 0.869585 2.035664 -3.23 4.38 -1.75
C 2.230414 0.974995 1.071746 -1.23 0.95 7.65
H 2.340522 -0.023141 1.264634 2.14 -2.50 -1.57
C 3.137931 1.800678 2.098225 -2.75 -0.45 -1.47
H 4.090753 2.040393 1.674066 0.57 0.38 -0.02
O 2.450562 2.995854 2.438602 2.45 1.84 0.06
C 1.333965 3.086110 3.352954 -0.85 -1.85 -9.76
H 1.058712 4.088216 3.334892 -0.19 1.59 1.34
C 0.222373 2.298282 2.245875 8.39 -2.37 3.47
H -0.446263 2.164010 2.909560 -5.84 -1.44 3.53
H 0.022228 2.671442 1.354457 -0.83 2.24 -3.69
H 1.490792 2.362602 4.006653 0.06 -2.26 4.23
H 3.176809 1.118934 2.903481 0.63 -0.52 1.34
H 2.116929 1.468748 0.214632 -0.87 1.34 -3.72
H -2.314281 -2.843779 0.488140 -2.64 -4.63 0.99
H -2.131852 -1.278777 0.816245 -2.40 5.42 3.54
H -0.019025 -0.822090 -1.394860 -0.27 0.14 -0.06
H -1.023634 -0.900819 -2.873715 0.02 1.25 1.01
H -1.677645 0.784779 -0.195024 0.76 0.18 -2.34
H 0.148278 4.809450 -0.259644 0.98 -0.09 -0.54
H 1.685975 3.982697 0.391533 -0.98 1.14 -2.61
H 1.809523 5.273943 -1.211821 -1.82 -2.28 2.07
```
Forces are in eV/Å.

Max |F| = 19.603 eV Å⁻¹
SMILES = CCOC(=O)[C@H]1CCCN(Cc2c(C(=O)N3CCOCC3)nc3ccccn23)C1
LUMO level = -0.01 eV
HOMO level = -0.2977 hartree
Energy relative to the best compared isomer or geometry (same formula, charge and spin) = 23.294 eV